# 1
ORCA calculation (ωB97M-V/def2-TZVPD) on a 8-piece molecular cluster, C26H62O20S5 overall at a distorted geometry.

Structure (XYZ):
```
113
Properties=species:S:1:pos:R:3:mulliken_charge:R:1
C -13.0593 11.1113 -1.9593 2.228
C -12.9490 12.4634 -2.7062 1.092
C -14.4082 12.7582 -3.1179 -0.146
O -15.0461 11.4791 -3.0991 -0.215
C -14.5062 10.7378 -2.0164 -0.581
H -12.7237 11.2634 -0.9344 -1.337
H -12.5378 10.3311 -2.5114 -0.260
H -12.1938 12.3746 -3.4807 -0.211
H -12.6050 13.1786 -1.9597 -0.662
H -14.5673 13.0505 -4.1547 -0.348
H -14.8485 13.5047 -2.4491 0.210
H -14.6771 9.6691 -2.1466 -0.045
H -15.1173 11.0476 -1.1544 0.145
C -11.2817 16.6353 -4.1990 -0.602
C -12.5788 16.1003 -4.7849 -0.483
C -12.1772 14.8231 -5.4717 0.166
O -11.1091 14.3438 -4.6482 -0.316
C -10.5324 15.3584 -3.8236 -0.029
H -11.4672 17.3076 -3.3636 0.337
H -10.6993 17.1375 -4.9757 0.268
H -13.1596 16.8650 -5.3026 0.454
H -13.2445 15.8361 -3.9508 0.106
H -11.7646 15.0487 -6.4601 0.374
H -12.9686 14.0784 -5.4757 -0.324
H -9.4549 15.4067 -3.9970 0.301
H -10.6294 15.0857 -2.7663 -0.116
O -10.6975 9.4555 -6.2976 -0.649
S -10.6737 8.6700 -5.1032 1.212
O -9.6048 7.7240 -4.8833 -0.652
O -10.6412 9.6196 -3.7960 -0.213
C -9.7566 10.7384 -3.8912 -0.690
C -9.4824 11.3241 -2.5079 -0.661
C -12.2643 7.8489 -4.9149 -0.573
H -10.2791 11.5371 -4.4283 0.244
H -8.8247 10.5135 -4.4106 0.640
H -10.4333 11.5656 -2.0407 -0.204
H -8.9818 12.2837 -2.6435 0.412
H -8.8331 10.6286 -1.9794 0.423
H -11.9383 6.9098 -5.3712 0.484
H -13.0213 8.4391 -5.4131 0.299
H -12.3823 7.6018 -3.8641 -0.125
O -12.9723 10.4512 2.3458 -0.464
S -14.0436 9.6133 1.8606 1.085
O -15.3679 10.1489 1.7054 -0.618
O -13.6855 9.0003 0.4286 -0.161
C -12.4369 8.3003 0.1787 0.200
C -12.7275 7.3557 -0.9664 -1.075
C -14.1532 8.0494 2.8123 -1.016
H -11.9722 7.8564 1.0549 0.793
H -11.7657 9.0695 -0.2131 -0.348
H -13.4535 6.5912 -0.6852 0.387
H -11.7820 6.8891 -1.2535 0.434
H -13.1398 7.8682 -1.8325 -0.255
H -14.1502 8.2636 3.8767 0.410
H -13.2656 7.4559 2.6108 0.350
H -15.0394 7.5734 2.4061 0.317
O -15.5967 8.1136 -6.9077 -0.585
S -16.5639 8.9068 -7.6230 1.201
O -17.7929 9.1760 -6.9495 -0.553
O -15.8877 10.2543 -8.2838 -0.296
C -16.2413 11.5387 -7.7278 -0.649
C -15.3128 11.8079 -6.5525 -0.441
C -16.8134 8.1477 -9.1974 -1.102
H -17.3219 11.6152 -7.6072 0.371
H -16.0076 12.2729 -8.5027 0.337
H -15.7293 12.6878 -6.0500 0.290
H -14.3015 12.0307 -6.8887 0.277
H -15.2347 11.0015 -5.8240 0.115
H -15.8560 7.9687 -9.6841 0.342
H -17.4104 8.8262 -9.8002 0.325
H -17.2666 7.1610 -9.1176 0.384
O -18.5459 7.0060 -2.5392 -0.606
S -18.9134 8.2088 -3.2273 1.147
O -19.7582 8.2046 -4.3932 -0.611
O -19.5998 9.3170 -2.2401 -0.330
C -19.6591 9.1180 -0.8321 -0.112
C -20.8362 8.2469 -0.4723 -1.127
C -17.4249 9.1763 -3.6069 -0.494
H -19.6146 10.0737 -0.3104 0.391
H -18.7494 8.5917 -0.5101 0.173
H -21.7259 8.4480 -1.0690 0.293
H -21.0270 8.1860 0.6003 0.369
H -20.6057 7.2098 -0.7431 0.295
H -16.8604 8.6770 -4.3972 0.137
H -16.7283 9.1656 -2.7702 0.006
H -17.6145 10.1932 -3.9319 0.423
O -9.9147 13.5273 4.5367 -0.576
S -9.1090 12.3245 4.6399 1.186
O -9.1837 11.4502 5.7700 -0.620
O -9.3864 11.3866 3.3274 -0.415
C -9.8731 12.0951 2.1715 -0.596
C -10.1928 11.2045 0.9936 -0.206
C -7.4038 12.7967 4.4362 -0.877
H -9.2463 12.9353 1.8739 0.359
H -10.8652 12.4344 2.4856 0.427
H -9.2096 10.9703 0.5657 0.517
H -10.9025 11.6825 0.3304 -0.316
H -10.5425 10.2258 1.3223 0.157
H -7.2265 13.3015 5.3819 0.368
H -7.2945 13.3773 3.5254 0.287
H -6.8391 11.8747 4.3172 0.315
C -13.3109 14.0043 0.4593 -0.480
O -11.9543 14.2289 0.7541 0.032
C -11.5594 15.5047 0.8124 0.506
O -12.2744 16.4527 0.6624 -0.563
O -10.2872 15.5029 1.1583 -0.159
C -9.7161 16.7801 1.4265 -0.793
H -13.6545 14.4394 -0.4785 0.337
H -13.9813 14.2555 1.2819 0.426
H -13.5274 12.9403 0.3305 -0.153
H -9.8821 17.5176 0.6452 0.302
H -8.6322 16.6832 1.4826 0.244
H -10.0615 17.0749 2.4142 0.327
```

Properties
Charge = 0
Highest occupied orbital energy = -9.87 eV
SMILES = CCOS(C)(=O)=O.CCOS(C)(=O)=O.CCOS(C)(=O)=O.CCOS(C)(=O)=O.CCOS(C)(=O)=O.COC(=O)OC.C1CCOC1.C1CCOC1
Relative energy (zero: lowest compared OMol25 entry of this formula, charge and spin) = 147.0 kJ/mol



# 2
ORCA calculation (ωB97M-V/def2-TZVPD) on C6H8N2O2 in the gas phase at a distorted geometry.

Structure (XYZ):
```
18
Properties=species:S:1:pos:R:3:nbo_charge:R:1
C -2.3029 1.0276 0.5613 0.219
C -1.1452 -1.4772 -0.4839 0.227
C 1.9748 0.3931 0.0704 -0.626
C 1.1610 -0.8346 -0.3190 -0.433
C -1.0498 0.9459 -0.1552 0.029
C -0.2411 -0.6389 0.2850 0.186
N -3.2821 1.1138 1.1276 -0.258
N -1.9795 -2.0203 -1.0435 -0.295
O -1.0583 1.1057 -1.4785 -0.674
O -0.3314 -0.8696 1.6920 -0.682
H 1.7599 0.8836 1.0594 0.195
H 1.9045 1.1940 -0.7290 0.222
H 3.0202 0.2637 0.1530 0.225
H 1.6523 -1.6798 0.1518 0.231
H 1.2161 -0.9530 -1.3165 0.230
H -0.2407 1.5881 0.1878 0.226
H -1.4578 0.3426 -1.9257 0.492
H 0.4000 -0.3847 2.1630 0.486
```

Properties
Charge = 0
Highest occupied orbital energy = -10.40 eV
SMILES = CC[C@](O)(C#N)[C@@H](O)C#N
Relative energy (zero: lowest compared OMol25 entry of this formula, charge and spin) = 295.0 kJ/mol



# 3
ORCA calculation (ωB97M-V/def2-TZVPD) on C13H23Cl2NOSc as an isolated structure at a distorted geometry.

Structure (XYZ):
```
41
Properties=species:S:1:pos:R:3:nbo_charge:R:1
Sc 2.1326 -0.2180 -1.1999 1.133
Cl 2.0894 -2.2311 -2.4796 -0.624
Cl 2.9069 2.0260 -0.9263 -0.622
C 3.7629 -0.8479 -0.1559 -1.305
H 4.3710 -0.2192 0.5147 0.163
H 4.1533 -1.8856 -0.1694 0.170
C -1.4453 1.3306 -2.1643 -0.198
C -0.2743 0.9366 -2.5416 -0.193
H -1.5336 2.0169 -1.3064 0.194
C -0.0535 -0.0563 -3.6475 -0.483
H 0.6141 1.4067 -2.0731 0.227
C -1.2607 -0.2542 -4.5876 -0.385
H 0.8573 0.1511 -4.2326 0.224
H 0.1330 -1.0453 -3.1758 0.268
C -2.5575 -0.2942 -3.7765 -0.393
H -1.2857 0.5609 -5.3210 0.185
H -1.1096 -1.1873 -5.1553 0.207
C -2.7362 0.9100 -2.8268 -0.432
H -3.4146 -0.3748 -4.4538 0.193
H -2.5400 -1.2003 -3.1725 0.196
H -3.1859 1.7277 -3.4164 0.198
H -3.4671 0.6211 -2.0548 0.196
O 0.5723 -0.3760 0.1053 -0.694
C 0.3438 -0.5000 1.3515 0.749
C 1.4458 -0.8216 2.3234 -0.576
C 1.6788 0.3084 3.3292 -0.393
C 0.6868 0.3102 4.4871 -0.392
C -0.7647 0.5792 4.1006 -0.409
C -1.3820 -0.4439 3.1607 -0.217
N -0.9036 -0.3237 1.7729 -0.591
H 1.1687 -1.7569 2.8438 0.205
H 2.3661 -0.9874 1.7301 0.344
H 2.6796 0.1834 3.7575 0.218
H 1.6875 1.2877 2.8240 0.219
H 0.7551 -0.6549 5.0098 0.189
H 0.9926 1.0900 5.1981 0.203
H -1.3667 0.5842 5.0210 0.203
H -0.8633 1.5755 3.6498 0.208
H -1.2000 -1.4689 3.5108 0.195
H -2.4627 -0.2817 3.1185 0.205
H -1.5908 -0.1770 1.0279 0.411
```

Properties
Charge = -1
Highest occupied orbital energy = -1.34 eV
Relative energy (zero: lowest compared OMol25 entry of this formula, charge and spin) = 21.7 kJ/mol



# 4
ORCA calculation (ωB97M-V/def2-TZVPD) on C4H16B2NO2P2Sn as an isolated structure at a distorted geometry.

Structure (XYZ):
```
28
Properties=species:S:1:pos:R:3:nbo_charge:R:1
C -2.1115 2.7299 -1.5088 -0.716
C -2.1138 1.1827 -1.1958 -0.154
O -0.9321 0.8701 -0.5534 -0.690
B -1.0699 -0.0387 0.5496 1.077
O -2.2259 -0.1789 1.3370 -0.899
B 0.2877 -0.9626 0.9527 -1.071
P 0.9947 -0.0751 2.5403 1.161
N 0.5055 -0.8853 3.8414 -1.203
P 1.4578 -0.9291 -0.5569 1.115
C 1.6293 -2.5876 -1.3818 -0.952
C 3.1466 -0.2370 -0.2251 -0.961
H -2.9857 3.2400 -1.0875 0.246
H -1.9551 2.9414 -2.5783 0.234
H -1.2445 3.1464 -0.9882 0.293
H -3.0386 0.9908 -0.6082 0.216
H -2.2152 0.6668 -2.2408 0.070
H -2.5023 0.7017 1.6068 0.495
H -0.0287 -2.0743 1.2635 0.142
H 0.4266 1.2357 2.6173 -0.059
H 2.4102 0.0239 2.5416 -0.044
H -0.0375 -1.6987 3.5744 0.373
H 0.8793 -2.6833 -2.1728 0.258
H 2.6274 -2.7082 -1.8177 0.255
H 1.4976 -3.3920 -0.6481 0.271
H 3.0876 0.8579 -0.2039 0.261
H 3.8264 -0.4745 -1.0545 0.258
H 3.6121 -0.6304 0.6847 0.269
Sn -3.9278 0.9682 -2.6874 0.754
```

Properties
Charge = +1
Highest occupied orbital energy = -9.62 eV